Entry 1:
55
Properties=species:S:1:pos:R:3 method="wB97M-V/def2-TZVPD" charge=+2 energy_ev=-57514.429 multiplicity=5
C 0.85713 -2.57749 1.66736
C -0.48320 -2.91201 1.04040
C -3.40369 4.05246 4.09327
N 1.33545 4.45669 2.39299
C -1.06500 3.50183 4.15763
C 0.68540 2.60521 1.34555
H 1.77357 6.48580 2.54870
H -1.88848 -1.08860 -2.47630
H 1.98322 -0.84373 1.78156
H -4.34909 4.17256 4.60445
N 0.26391 3.63815 2.12458
C -2.12619 -2.16716 -0.61172
H 0.35782 -3.77187 -1.16025
H 0.13320 6.02953 3.02884
H -0.44490 -2.67265 -2.25530
H -1.27946 -2.61065 1.72424
O -0.13013 1.68185 0.99727
C 1.45083 -1.96466 -1.56947
C -2.28166 3.65236 4.80621
C -3.31719 4.31124 2.73185
H 4.00977 4.91362 2.82916
C 2.41205 3.97155 1.76297
H 2.09565 -0.02145 -1.68349
Cr -0.18024 -0.11995 0.22679
C 3.72033 4.67768 1.80537
H -0.57753 -3.99109 0.88436
H 0.63833 -0.77581 2.66721
H -2.00505 4.39809 1.02062
H -0.17965 3.19110 4.69831
C 0.14653 -2.71410 -1.34029
H -2.41428 -3.11712 -1.07116
H 2.15518 -2.12830 -0.75546
H 3.67257 5.61197 1.24326
H 4.49259 4.05583 1.36101
H 0.76853 -0.29169 -2.55369
C -0.99250 3.77003 2.79878
C 1.17900 5.73892 3.06833
C 2.05477 2.80727 1.10448
H -1.91844 1.00411 -1.56601
C -2.43191 -1.00235 -1.53516
N -0.68930 -2.17161 -0.22951
H -2.71733 0.58148 -0.22903
N -2.00345 0.25971 -0.87956
H -2.35176 3.45916 5.86780
C -2.10235 4.17686 2.07543
H -3.49444 -0.99341 -1.78080
H -2.71154 -2.05976 0.30340
H -4.19153 4.63622 2.18460
H 0.93010 -3.05285 2.64588
N 0.99897 -1.09678 1.77135
H 2.70440 2.18979 0.50990
H 1.49374 5.66766 4.10794
H 1.91922 -2.36894 -2.47013
H 1.68234 -2.96101 1.07153
N 1.20689 -0.51177 -1.66314

---

Entry 2:
31
Properties=species:S:1:pos:R:3 method="wB97M-V/def2-TZVPD" charge=+2 energy_ev=-47403.983 multiplicity=8 e_above_lowest_kcal_mol=0.00
C 0.22788 1.54369 0.57750
H 1.00380 -2.05437 1.50109
H 1.23489 1.87174 0.26374
C 2.58425 -0.60476 1.53960
H -2.26942 -0.11025 2.12724
C -1.44064 -1.07997 0.32810
C -2.01762 -1.09995 1.73603
H -2.94512 -1.67728 1.69228
C 1.10018 -0.96015 1.50297
H -0.96965 1.65080 2.44010
C 1.73332 0.09151 -2.92348
H 2.74845 0.46602 1.66432
C -2.20557 0.09051 -4.91065
H 3.11331 -1.09897 2.36185
O -0.04902 3.74222 -2.53895
C -0.18305 2.60773 -2.62239
H 0.77610 1.49790 2.68954
Eu -0.94189 0.06378 -2.50762
H 0.11401 2.99595 2.13176
H -1.25437 -2.12051 0.01034
H 3.08327 -0.89901 0.61395
H -2.19228 -0.62786 -0.35398
H 0.61364 -0.63293 2.42963
O 2.86229 0.10134 -3.13061
C 0.01155 1.91250 2.03426
O -2.85935 0.09893 -5.85870
P 0.23356 -0.26992 0.07497
C -0.17397 -2.39946 -2.64653
H -0.51088 2.05799 -0.05698
H -1.36876 -1.61614 2.44647
O -0.05894 -3.54109 -2.61585

---

Entry 3:
108
Properties=species:S:1:pos:R:3 method="wB97M-V/def2-TZVPD" energy_ev=-274585.686 smiles="O=C1C=CC(=O)C(C(=O)C(F)(F)C(F)(F)C(F)(F)C(=O)O)=C1CC[C@@](F)(Br)C(F)(F)Br.O=C1OC[C@@H](F)O1.O=C1OC[C@@H](F)O1.O=C1OC[C@@H](F)O1.O=C1OC[C@@H](F)O1.O=C1OC[C@@H](F)O1.O=C1OC[C@@H](F)O1.O=C1OC[C@@H](F)O1" e_above_lowest_kcal_mol=0.00
H 4.63547 -1.71182 1.46106
O 8.06858 -0.42871 -6.00409
O 1.45779 0.37243 -5.25123
H 3.17381 2.44912 -2.49054
F -0.32458 2.70980 2.28355
F 1.04411 4.26523 2.99470
H -0.68297 -6.20210 1.08214
H -2.01298 -2.06561 0.54894
C -0.57761 -0.47042 0.17871
O -0.83226 3.98992 -1.32276
C 6.39901 0.76589 2.81979
F -10.32639 -3.83319 1.96883
C 7.69178 2.59783 3.02951
F 7.46432 3.93085 3.05014
C 1.28007 -2.17187 0.70891
C -3.81382 -1.08162 2.32647
C 1.95552 1.31597 -4.74279
H -1.13945 -1.55956 1.99439
F 2.93163 3.41282 1.26799
O 3.06251 1.96494 -5.21927
H 2.50898 7.46525 -3.31845
O 0.48275 -3.05671 0.49688
H 2.05669 7.69170 -0.89459
H 0.39064 7.12054 -1.15851
C 3.60136 -1.52994 1.18395
C 7.81552 2.05043 1.61909
C 0.14273 4.55317 0.83226
O 5.66472 -0.11449 3.12291
O -7.54196 -4.95214 3.10254
O 7.21557 0.76044 1.74536
F 2.14522 1.90896 2.65624
O 1.52160 1.92411 -3.61530
H 0.04273 -8.38473 0.16888
C -12.98529 -5.78857 1.34580
H -0.91048 3.08787 -1.66825
C 6.78818 0.09045 -6.30239
H -0.72498 -0.77947 -0.86310
C 0.86620 -0.73034 0.52421
H -6.41014 -2.90904 4.72646
F -0.25658 5.67488 1.46371
O -8.76569 -5.96577 4.69812
C 8.67243 0.39161 -5.09891
H -8.02236 -3.18765 2.13722
C -7.34446 -2.93000 4.16265
H -6.27329 -3.50777 2.32994
F -2.30098 0.74267 2.21397
O 1.37342 -6.13654 1.31332
O 7.96707 1.54171 -4.97762
Br -3.64816 0.44927 -0.07879
C -2.76825 -0.30442 1.47618
O -0.20723 10.20703 -3.41898
C 1.48230 7.30967 -2.98253
O 0.75513 9.07801 -1.71746
O 3.48398 -6.89843 1.11820
O -2.10074 3.82095 0.54149
H 2.88238 -3.52305 1.34186
H 0.21600 -5.34390 -0.19631
C 1.82263 0.20564 0.59990
O 6.55163 1.92152 3.51984
O 0.61708 8.12326 -3.73057
C 0.32764 9.24438 -2.99373
C -11.46100 -4.47740 2.36100
F 1.17370 4.88150 0.02632
C 0.21715 -6.20120 0.47508
C 2.48876 2.89662 -3.21316
C 2.66960 -2.47817 1.12402
Br -4.68204 0.02203 3.64125
O -13.92272 -6.09145 0.69202
C -7.24952 -3.58395 2.79640
C 3.20772 3.17984 -4.51600
O -8.26774 -3.76926 4.83543
C -11.19908 -5.92337 2.72658
H 1.99654 3.76239 -2.78155
C -8.24199 -4.99618 4.25541
F 1.14747 6.00035 -3.15596
C 2.35930 -6.87178 0.74915
H 7.30753 2.10141 -6.85719
O -12.33870 -4.58547 1.26588
H 8.83635 1.95364 1.26359
O -12.40070 -6.56180 2.28901
C 1.55540 1.66517 0.38428
H 7.22654 2.65823 0.93046
C 1.19932 7.73260 -1.55944
F 6.50830 -0.12757 -7.60723
H -11.93415 -3.88136 3.14282
F -4.74817 -1.64711 1.54540
C 0.45486 -7.48656 -0.29408
F 0.00416 -7.41813 -1.56825
O 1.86549 -7.58018 -0.30362
C -1.07390 4.04085 0.00470
H 2.78360 3.99248 -5.10759
C -1.60207 -1.19968 1.07269
H -0.76586 0.60450 0.21714
H 6.04487 -0.43233 -5.69784
O 4.08749 0.74265 0.75629
O 1.06642 2.10641 -0.61885
F 4.53188 3.42296 -4.33558
C 6.94784 1.56322 -5.97857
C 0.67002 3.55064 1.92704
F -3.20309 -2.10992 2.95959
O 9.65851 0.13036 -4.49943
H -10.35214 -6.30609 2.15414
F -7.84347 -1.67669 4.11013
H 6.05141 2.03289 -5.58891
H -11.03328 -6.09698 3.78374
C 3.25681 -0.13035 0.84987
C 1.87440 2.64020 1.55231
H 8.53970 2.38158 3.68152

---

Entry 4:
14
Properties=species:S:1:pos:R:3 method="wB97M-V/def2-TZVPD" energy_ev=-23704.229 smiles="O=C1CN[C@@H]1S(=O)(=O)O" e_above_lowest_kcal_mol=22.76
H 0.05542 0.05929 -1.94307
C -0.54292 1.42215 -0.23151
O 1.54877 -1.91684 -0.35443
S 1.59151 -0.31379 -0.01799
C -1.38838 0.55579 0.70204
N -1.10207 -0.72825 0.00308
C 0.07894 0.23739 -0.90032
H 1.30047 -2.43668 0.42781
O 2.77443 0.24480 -0.52664
O 1.32060 -0.27758 1.43637
H -1.05627 0.46441 1.69322
H -1.79495 -0.77004 -0.64773
H -2.34622 0.90175 0.84975
O -0.43935 2.55759 -0.49058

---

Entry 5:
52
Properties=species:S:1:pos:R:3 method="wB97M-V/def2-TZVPD" charge=+2 energy_ev=-278870.275
H 2.10598 -4.35479 2.32667
H -0.64058 -1.05762 2.71391
H -0.67887 -4.91343 0.76985
H -3.27645 -2.74774 -3.49688
N 2.62924 5.06370 2.82557
C -1.10527 -3.85515 0.99489
H 0.57749 3.25266 -1.06105
O 0.60471 5.30180 0.03688
Li -2.77837 -3.45122 -6.32849
N 1.51643 -2.86081 -0.03506
C 1.35974 -3.63563 2.84550
C 2.05059 7.58559 3.58140
H -1.00320 0.69499 1.25386
H 2.12617 7.67453 4.66697
N 0.00183 -1.07947 1.87412
H 0.43491 -0.79875 -1.17431
C -0.34685 2.69401 -0.65118
H 0.02558 1.24774 -2.35632
H 1.31103 0.54017 -0.11339
H 0.65741 -4.32316 3.46080
C 2.23967 -2.65361 3.75266
H -1.59872 -0.79218 0.34619
C 2.37836 6.17975 3.16025
F 1.83185 -1.39992 4.27324
Br -3.97003 -0.44052 -2.88889
C -3.42715 -1.84934 -4.09957
Br -4.81433 -2.26588 -5.40550
H 1.03379 7.84018 3.27193
S 3.95257 -1.24418 0.38257
H 1.44514 5.51311 0.44691
C -1.93233 -3.42093 -0.30642
H 2.74913 8.28410 3.11649
Si 0.41131 -2.74850 1.39038
C 0.30502 0.08829 -0.43968
C -0.65499 -0.30800 0.78180
O 3.39589 -3.04727 4.07024
Cl -0.74407 -0.62582 4.48566
H -0.35204 2.68851 0.49950
C -0.46457 1.22659 -1.31200
H -0.74606 -4.24765 -1.51352
H -1.73008 -3.97049 1.94652
Be 0.07916 5.34691 2.72558
N -1.63049 -3.69220 -1.56353
C 2.59513 -2.21943 0.34554
Br -1.72992 -1.44928 -4.95681
O 2.14794 0.36207 -4.08912
H -1.26432 3.32361 -0.96984
H -2.87824 -2.77603 -0.12758
H -1.56930 0.93466 -1.46738
Al -3.83358 -1.73148 -8.31605
F 0.69659 -1.37589 -5.78446
H 2.50712 -0.50664 -3.88885